1.
{
  "formula": "C51H41NO9",
  "method": "ωB97M-V/def2-TZVPD",
  "homo_lumo_gap_ev": 8.4,
  "lumo_energy_ev": -1.050,
  "total_charge": 0,
  "homo_energy_ha": -0.34881,
  "e_above_lowest_ev": 0.000,
  "smiles": "CCC[C@@H](C)[C@@]1(N)C[C@@H](O)OC1=O.O=C1c2ccccc2C(=O)c2ccccc21.O=C1c2ccccc2C(=O)c2ccccc21.O=C1c2ccccc2C(=O)c2ccccc21",
  "species": ["C", "C", "C", "C", "C", "C", "N", "C", "C", "O", "O", "C", "O", "H", "H", "H", "H", "H", "H", "H", "H", "H", "H", "H", "H", "H", "H", "H", "H", "H", "O", "C", "C", "C", "C", "C", "C", "C", "C", "O", "C", "C", "C", "C", "C", "C", "H", "H", "H", "H", "H", "H", "H", "H", "O", "C", "C", "C", "C", "C", "C", "C", "C", "O", "C", "C", "C", "C", "C", "C", "H", "H", "H", "H", "H", "H", "H", "H", "O", "C", "C", "C", "C", "C", "C", "C", "C", "O", "C", "C", "C", "C", "C", "C", "H", "H", "H", "H", "H", "H", "H", "H"],
  "xyz": [[-5.105537, -0.632244, -3.797277], [-4.354190, -1.768891, -3.070249], [-3.109944, -1.284839, -2.292695], [-2.793346, -1.890652, -0.904626], [-1.750834, -0.960988, -0.244145], [-3.988955, -2.135557, 0.043122], [-4.756045, -3.349331, -0.324804], [-3.604878, -2.267559, 1.525792], [-4.953976, -2.066432, 2.192018], [-4.828235, -1.715055, 3.535383], [-5.488548, -0.951669, 1.449305], [-5.003206, -0.979347, 0.170069], [-5.359515, -0.165614, -0.644673], [-6.176332, -0.838223, -3.845534], [-4.978254, 0.317201, -3.266856], [-4.714877, -0.501596, -4.809702], [-5.050076, -2.317139, -2.439072], [-4.005122, -2.457503, -3.851325], [-2.228995, -1.525836, -2.904718], [-3.114875, -0.191339, -2.206571], [-2.326616, -2.877974, -1.016461], [-1.213382, -1.442069, 0.573772], [-2.258335, -0.070943, 0.154657], [-1.051101, -0.609663, -1.006281], [-4.501605, -3.670050, -1.247377], [-4.556730, -4.100399, 0.322028], [-3.023456, -1.404425, 1.867933], [-3.055942, -3.171245, 1.797551], [-5.652385, -2.901878, 2.074033], [-5.612785, -1.995985, 4.012332], [4.089764, 0.010976, 6.147421], [3.287924, -0.271705, 5.283653], [1.821209, -0.143475, 5.520293], [1.382134, 0.351685, 6.741469], [0.028842, 0.530399, 6.968920], [-0.892247, 0.215522, 5.976398], [-0.461333, -0.303169, 4.767745], [0.895554, -0.486645, 4.532419], [1.343048, -1.030380, 3.219496], [0.547310, -1.378541, 2.372559], [2.809719, -1.122504, 2.968384], [3.252201, -1.581352, 1.733548], [4.609072, -1.660324, 1.472070], [5.530540, -1.282452, 2.442943], [5.095337, -0.831898, 3.677216], [3.734666, -0.751641, 3.945216], [2.111052, 0.606459, 7.497730], [-0.310699, 0.928003, 7.915997], [-1.948695, 0.378475, 6.144925], [-1.175590, -0.549599, 3.993072], [2.525156, -1.869642, 0.987445], [4.952055, -2.015592, 0.509437], [6.590506, -1.340103, 2.234184], [5.800597, -0.537539, 4.441648], [4.844974, -2.026545, -6.325663], [3.717624, -2.171267, -5.904534], [2.913626, -1.006825, -5.434763], [3.464860, 0.266365, -5.507262], [2.726401, 1.362786, -5.096229], [1.433606, 1.193868, -4.611746], [0.882344, -0.073143, -4.529312], [1.620277, -1.177708, -4.937437], [1.012678, -2.533708, -4.822407], [-0.090941, -2.682260, -4.342586], [1.806346, -3.695923, -5.312490], [1.250148, -4.967337, -5.247718], [1.963147, -6.057415, -5.716063], [3.234891, -5.882634, -6.251197], [3.796951, -4.619029, -6.311091], [3.086974, -3.521594, -5.840586], [4.469513, 0.384084, -5.888425], [3.156552, 2.353688, -5.154468], [0.856463, 2.053273, -4.297633], [-0.119762, -0.218810, -4.150005], [0.259555, -5.088041, -4.832164], [1.528133, -7.046704, -5.667000], [3.787719, -6.735594, -6.621564], [4.785920, -4.469765, -6.721094], [1.545951, 3.348218, 3.591823], [0.970177, 4.103499, 2.836787], [-0.410240, 3.813768, 2.357849], [-1.045945, 2.667225, 2.814235], [-2.336800, 2.382449, 2.404368], [-2.997243, 3.242941, 1.532012], [-2.361454, 4.381115, 1.063945], [-1.066005, 4.670938, 1.472552], [-0.393888, 5.893146, 0.947869], [-0.940603, 6.616120, 0.142959], [0.978931, 6.199038, 1.447805], [1.616129, 7.350233, 1.001810], [2.882034, 7.663228, 1.466303], [3.518357, 6.827774, 2.378232], [2.891648, 5.675477, 2.820085], [1.621772, 5.355621, 2.355913], [-0.519346, 2.014906, 3.496975], [-2.838364, 1.495660, 2.769981], [-4.007709, 3.022665, 1.217912], [-2.861747, 5.053148, 0.380825], [1.109045, 7.991518, 0.294633], [3.375825, 8.561154, 1.119356], [4.505562, 7.077596, 2.743533], [3.375868, 5.015088, 3.525858]],
  "forces_ev_per_a": [[0.24, 0.04, 0.28], [0.19, 0.19, -0.41], [0.16, -0.34, -0.25], [0.15, 0.62, 0.33], [-0.39, -0.02, -0.13], [0.31, -0.36, 0.06], [-0.04, 0.18, 0.12], [-0.16, 0.29, 0.22], [0.03, -0.01, 0.26], [0.21, -0.07, -0.30], [-0.13, -0.24, -0.34], [-0.29, 0.84, -0.34], [0.38, -0.75, 0.61], [0.08, 0.01, -0.14], [-0.11, -0.18, -0.02], [-0.11, 0.02, 0.04], [-0.04, 0.22, -0.02], [-0.17, -0.16, 0.27], [-0.07, 0.17, 0.11], [-0.23, -0.18, 0.14], [-0.11, 0.05, -0.14], [0.09, 0.09, -0.14], [0.12, -0.06, -0.07], [0.10, -0.11, 0.16], [-0.03, 0.00, -0.03], [0.07, -0.06, 0.00], [0.08, -0.17, -0.17], [-0.23, -0.07, -0.11], [0.11, 0.04, 0.00], [-0.09, 0.10, 0.00], [0.00, -0.01, 0.01], [0.03, 0.02, 0.04], [0.00, -0.02, -0.05], [-0.06, 0.04, 0.03], [0.00, 0.02, -0.03], [-0.01, -0.02, 0.02], [-0.12, 0.02, 0.01], [0.08, 0.04, 0.02], [0.06, 0.04, -0.05], [-0.14, -0.01, 0.02], [-0.01, 0.01, 0.06], [0.07, -0.01, -0.05], [0.00, 0.01, 0.02], [-0.02, 0.00, -0.01], [0.07, -0.03, -0.06], [-0.05, 0.00, -0.01], [0.05, -0.01, -0.03], [-0.01, 0.01, 0.01], [-0.01, -0.03, 0.01], [0.06, -0.07, -0.04], [-0.05, 0.02, 0.02], [0.01, 0.00, -0.01], [0.01, -0.01, 0.00], [-0.04, 0.01, 0.05], [0.01, 0.00, -0.01], [0.04, 0.02, 0.00], [-0.04, -0.05, -0.01], [-0.01, 0.09, 0.01], [-0.01, -0.02, 0.01], [0.02, -0.01, -0.01], [0.00, 0.08, 0.02], [0.05, -0.03, -0.02], [-0.03, 0.06, 0.05], [-0.07, -0.06, 0.02], [0.02, 0.05, -0.02], [0.01, -0.09, -0.02], [0.02, 0.02, 0.00], [-0.02, 0.01, 0.01], [0.01, -0.09, -0.01], [-0.04, 0.03, 0.02], [0.01, -0.05, -0.02], [0.00, 0.01, 0.00], [0.00, 0.01, 0.01], [-0.01, -0.05, 0.00], [-0.02, 0.06, 0.01], [0.00, -0.01, 0.00], [0.00, -0.01, 0.00], [0.01, 0.06, 0.01], [0.01, -0.02, 0.01], [0.04, -0.04, 0.01], [0.05, 0.04, -0.02], [-0.08, -0.06, 0.04], [-0.02, 0.05, -0.03], [0.05, -0.02, 0.03], [-0.10, -0.07, -0.02], [0.06, 0.00, 0.02], [-0.01, 0.02, -0.03], [-0.01, 0.01, 0.00], [-0.02, -0.05, 0.04], [0.07, 0.05, 0.00], [0.00, -0.02, 0.01], [-0.02, 0.00, -0.01], [0.08, 0.05, 0.00], [-0.05, 0.00, -0.02], [0.03, 0.02, 0.00], [-0.02, -0.04, 0.00], [-0.04, -0.04, -0.03], [0.04, 0.04, -0.01], [-0.05, -0.02, 0.00], [0.01, 0.01, 0.00], [0.01, 0.00, 0.00], [-0.04, -0.05, 0.00]]
}



2.
{
  "formula": "C51H44CaNO6S2",
  "method": "ωB97M-V/def2-TZVPD",
  "homo_lumo_gap_ev": 7.1,
  "lumo_energy_ev": -3.135,
  "total_charge": 1,
  "homo_energy_ha": -0.37523,
  "e_above_lowest_ev": 0.000,
  "species": ["Ca", "C", "C", "C", "C", "C", "C", "C", "C", "C", "C", "H", "H", "H", "H", "H", "H", "H", "H", "H", "H", "H", "H", "H", "H", "O", "C", "O", "C", "C", "C", "C", "C", "N", "C", "O", "O", "H", "H", "H", "H", "C", "C", "C", "C", "C", "C", "C", "S", "O", "C", "C", "C", "C", "C", "C", "C", "C", "C", "C", "C", "C", "C", "C", "C", "C", "C", "C", "C", "C", "S", "O", "C", "C", "C", "C", "C", "C", "C", "H", "H", "H", "H", "H", "H", "H", "H", "H", "H", "H", "H", "H", "H", "H", "H", "H", "H", "H", "H", "H", "H", "H", "H", "H", "H"],
  "xyz": [[0.127538, -2.430776, -0.788966], [-0.363578, -6.853979, 0.898845], [-0.476130, -6.798715, -0.649962], [0.872290, -6.562702, -1.302199], [-1.531484, -5.760030, -1.035795], [-2.511560, -5.297090, -0.120927], [-3.224896, -4.130547, -0.372580], [-3.155401, -3.500067, -1.586793], [-4.235134, -2.576522, -2.019099], [-2.215288, -3.953354, -2.519968], [-1.466111, -5.106415, -2.273414], [0.430145, -7.559657, 1.168410], [-1.302298, -7.289967, 1.302412], [-0.139489, -5.829983, 1.319226], [-0.835038, -7.789761, -0.967644], [1.342707, -5.625513, -0.971439], [0.857887, -6.572195, -2.390286], [1.555851, -7.379925, -1.046154], [-2.622570, -5.753662, 0.860716], [-3.810145, -3.679514, 0.423259], [-4.933761, -3.065227, -2.702480], [-3.831620, -1.688133, -2.527038], [-4.809275, -2.185476, -1.137453], [-2.034174, -3.343139, -3.404331], [-0.754775, -5.428391, -3.064708], [3.711727, -3.009562, -3.814418], [2.820470, -3.072864, -2.796130], [1.605872, -3.183617, -2.993778], [3.405414, -2.935882, -1.425509], [4.753062, -2.832880, -1.090145], [5.047515, -2.704921, 0.265112], [4.059284, -2.716559, 1.217465], [2.711395, -2.760329, 0.793864], [2.410398, -2.914873, -0.506972], [1.464419, -2.661096, 1.738147], [1.655940, -2.415714, 2.929852], [0.342417, -2.917506, 1.175924], [3.191635, -3.130452, -4.641802], [5.527632, -2.774992, -1.866114], [6.100061, -2.598325, 0.604855], [4.280645, -2.629948, 2.275318], [-6.450717, 4.559098, 0.281162], [-5.577757, 3.381883, 0.549430], [-5.086488, 2.644261, -0.523173], [-4.132232, 1.654433, -0.288449], [-3.683766, 1.380389, 0.976135], [-4.219970, 2.032536, 2.079281], [-5.192127, 3.012745, 1.853536], [-2.457977, 0.095836, 1.197735], [-3.049922, -0.835058, 2.164559], [-1.133130, 0.889915, 2.159602], [-0.852836, 0.163263, 3.307905], [0.327942, 0.399326, 3.987649], [1.228223, 1.418750, 3.600870], [2.454898, 1.651909, 4.290486], [3.274859, 2.690878, 3.888492], [2.925430, 3.528729, 2.813356], [1.733359, 3.314680, 2.155173], [0.832521, 2.301863, 2.493646], [-0.313561, 1.958380, 1.722973], [-0.580515, 2.757487, 0.453019], [-1.164179, 4.070805, 0.475041], [-1.336395, 4.775935, 1.685776], [-1.845641, 6.048915, 1.702190], [-2.271244, 6.645563, 0.519469], [-2.025283, 6.013737, -0.701016], [-1.471496, 4.741882, -0.783331], [-1.117918, 4.094584, -2.009189], [-0.490254, 2.858474, -2.027196], [-0.187709, 2.226256, -0.787000], [0.808184, 0.747740, -0.654436], [0.200861, -0.263896, -1.673438], [2.399891, 1.200238, -1.347406], [2.697716, 1.600406, -2.620015], [4.022793, 1.896612, -2.960359], [5.022093, 1.803065, -1.996186], [6.485887, 1.932924, -2.259280], [4.701347, 1.443687, -0.670104], [3.395712, 1.090252, -0.382642], [-6.478562, 4.777201, -0.816815], [-6.098250, 5.504579, 0.782753], [-7.493580, 4.480226, 0.628070], [-5.409461, 2.875337, -1.546704], [-3.698172, 1.107119, -1.139262], [-3.846750, 1.822140, 3.104234], [-5.573882, 3.586867, 2.686747], [-1.525533, -0.616893, 3.612072], [0.549063, -0.280432, 4.835425], [2.678399, 1.066307, 5.170483], [4.186042, 2.869973, 4.478487], [3.558536, 4.403926, 2.600764], [1.407809, 4.023964, 1.360883], [-1.091944, 4.279112, 2.627665], [-1.957967, 6.560441, 2.654400], [-2.695754, 7.649714, 0.493257], [-2.294898, 6.513360, -1.643653], [-1.381774, 4.609680, -2.907445], [-0.207030, 2.393448, -2.969730], [1.931730, 1.689186, -3.397013], [4.266284, 2.133347, -4.009132], [6.760056, 1.622686, -3.280861], [7.039602, 1.352962, -1.488645], [6.815116, 2.974676, -2.142075], [5.495590, 1.332781, 0.059441], [3.173156, 0.760068, 0.615087]],
  "forces_ev_per_a": [[-1.36, -0.08, -2.68], [-0.01, 0.05, -0.29], [-0.86, -0.25, 0.63], [0.61, -0.18, -0.03], [-0.36, 0.25, 0.12], [1.18, 0.28, 0.02], [-0.08, -0.71, 0.90], [0.05, -0.20, -1.10], [-0.36, 1.81, 0.81], [0.16, -0.02, 0.20], [0.90, 0.57, -0.41], [-0.01, 0.26, 0.05], [0.62, 0.56, 0.03], [-0.33, -1.12, -0.26], [0.07, 0.15, -0.03], [-0.15, -0.08, -0.02], [-0.22, 0.15, -0.06], [-0.09, 0.14, 0.20], [0.13, 0.10, -0.29], [-0.34, -0.30, -0.14], [0.11, -0.04, 0.13], [-0.12, -0.21, -0.08], [0.39, -0.44, -0.76], [-0.30, -0.46, -0.22], [-0.49, 0.24, 0.82], [-1.10, -0.31, 0.55], [-0.87, 0.20, -1.31], [1.70, 0.20, 0.51], [-0.40, -0.16, 0.43], [-0.49, 0.32, -0.64], [1.34, -0.09, 0.30], [-1.20, 0.34, 0.17], [0.00, -0.31, -0.39], [1.31, 0.46, 0.75], [0.82, -0.37, 1.92], [0.15, -0.07, -1.47], [0.42, 0.08, 1.04], [0.40, 0.12, 0.51], [-0.44, -0.19, 0.41], [-0.83, -0.15, -0.41], [-0.10, 0.01, -0.10], [-0.50, 1.66, -0.36], [0.13, -0.44, 0.23], [0.24, -0.01, 0.05], [0.09, -0.19, -1.38], [0.49, 0.12, 0.60], [-0.29, 0.56, 0.54], [0.66, 0.00, -0.20], [0.11, 0.70, -0.56], [-0.54, -1.00, 0.31], [0.44, 1.53, -1.11], [1.31, 0.29, 0.62], [-0.31, -0.66, 0.47], [-0.69, 0.60, -0.51], [-0.33, 0.83, -0.75], [0.23, -0.72, 0.94], [-0.36, 0.26, 0.10], [0.20, 1.78, -1.01], [0.68, -2.19, 1.20], [-0.80, -0.09, 0.22], [0.24, -0.70, -0.71], [0.03, 0.15, -0.79], [-0.24, -0.47, 0.26], [-0.24, -0.21, 0.53], [0.49, 0.12, -1.54], [-0.88, 1.11, -0.08], [1.02, -1.52, 1.37], [0.09, -0.98, 0.75], [-0.21, 0.96, 0.26], [-0.24, 0.43, 1.00], [-0.55, -0.43, -1.61], [0.36, 0.20, 0.89], [-0.39, -0.15, 1.41], [0.04, 0.51, -1.39], [-0.20, -0.23, -0.19], [0.30, -0.48, 0.91], [0.68, 0.33, -0.19], [-0.63, -0.26, -1.16], [0.61, 0.44, 0.32], [-0.04, -0.19, 0.92], [0.01, -0.98, -0.43], [0.33, -0.39, -0.12], [0.20, -0.11, 0.49], [-0.22, 0.23, 0.39], [-0.40, 0.08, -0.83], [-0.07, -0.04, 0.09], [-0.06, -0.18, 0.03], [0.09, 0.68, -0.59], [0.11, -0.13, -0.06], [-0.40, 0.03, -0.46], [-0.39, -0.58, -0.15], [0.52, -0.57, 0.56], [0.03, 0.17, -0.32], [-0.01, -0.03, -0.17], [0.06, -0.31, 0.19], [0.12, -0.14, 0.52], [0.02, 0.09, -0.60], [-0.11, 0.07, 0.25], [0.21, -0.13, 0.38], [-0.09, -0.04, 0.68], [-0.03, 0.00, 0.48], [-0.21, 0.26, -0.79], [-0.08, -0.14, -0.09], [-0.16, 0.07, 0.03], [-0.32, -0.12, 0.34]]
}



Strongest force on any atom (hartree/bohr)
0.020; 0.058